{"formula": "C27H73N3O8", "method": "ωB97M-V with the def2-TZVPD basis set", "species": ["O", "O", "O", "O", "O", "O", "O", "O", "N", "N", "N", "C", "C", "C", "C", "C", "C", "C", "C", "C", "C", "C", "C", "C", "C", "C", "C", "C", "C", "C", "C", "C", "C", "C", "C", "C", "C", "C", "H", "H", "H", "H", "H", "H", "H", "H", "H", "H", "H", "H", "H", "H", "H", "H", "H", "H", "H", "H", "H", "H", "H", "H", "H", "H", "H", "H", "H", "H", "H", "H", "H", "H", "H", "H", "H", "H", "H", "H", "H", "H", "H", "H", "H", "H", "H", "H", "H", "H", "H", "H", "H", "H", "H", "H", "H", "H", "H", "H", "H", "H", "H", "H", "H", "H", "H", "H", "H", "H", "H", "H", "H"], "xyz": [[-3.2922, 0.5265, -2.4186], [-0.1405, 4.3892, -2.6200], [-3.2743, -1.7089, 1.1707], [-1.9374, -0.1830, 3.5248], [1.2040, 1.6235, 2.9104], [4.1906, 1.5763, -2.2679], [3.1124, -3.7774, 2.0261], [-1.4661, -1.4918, -1.1400], [-0.4061, 2.7142, -0.2655], [6.3035, -2.0705, 1.1667], [-1.2999, 2.1367, -5.2013], [-2.7900, 0.1852, -5.2593], [0.2965, 1.5482, 1.7924], [-0.7366, -2.3306, -1.9832], [-4.3177, -3.1277, -0.5061], [-2.2017, 1.2066, -3.0264], [3.2755, 0.5436, -1.9496], [4.0263, -2.8429, 1.4828], [1.8276, -3.5155, 2.4422], [-2.1605, 0.9842, 5.4557], [0.2723, 2.8764, 1.0760], [-4.2171, -3.7195, 1.9380], [0.0770, -3.2226, -1.1333], [2.7088, 0.7364, -0.5746], [-3.8308, 1.0341, -1.2658], [1.1984, 4.8226, -2.4683], [-2.0873, -0.4392, 4.9026], [-1.5911, -3.1698, -2.9826], [5.3997, -2.7379, 2.1007], [-3.2160, -1.3062, 5.2941], [1.2613, 0.3881, 3.6082], [-3.4793, -3.0806, 0.7529], [5.3293, -1.9706, 3.4309], [3.8537, -0.8677, -2.1365], [1.9389, 4.4609, -3.8429], [1.2887, 6.2887, -2.2147], [-2.4276, 1.4376, -4.5300], [-0.4134, 3.9493, 1.9132], [1.4695, -4.4092, 2.9691], [-2.0315, -4.0214, -2.5002], [-3.8755, -2.5384, -1.2916], [3.0632, 4.6150, -3.8189], [-4.1473, -0.9884, 4.8134], [-2.2697, 1.1253, 6.5408], [-0.5607, -3.7938, -0.4714], [4.1375, -0.9014, -3.2111], [-2.8990, 0.3808, -6.3136], [1.4432, 5.0725, -4.6459], [-3.7323, -0.3511, -4.9211], [6.2614, -1.9746, 3.9176], [-2.9686, -2.4513, 5.0228], [-4.4482, -4.8046, 1.7148], [-5.3373, -2.8732, -0.3147], [-1.3088, 2.0771, -6.1994], [0.8405, 6.7302, -3.1763], [-1.2088, -0.9332, 5.2635], [-2.0520, 2.2082, -2.5234], [-3.3188, 2.1306, -4.5784], [-1.3316, 0.5518, -2.9223], [-4.7382, 0.4304, -1.0415], [6.3523, -2.4849, 0.2735], [1.8299, 0.5426, 4.5139], [1.6780, 3.4105, -4.0623], [3.4923, 0.5312, 0.1613], [-1.3829, 2.6606, -0.1198], [0.0956, 4.0422, 2.8572], [-1.9934, -0.5706, -5.0893], [0.7363, 6.7351, -1.3996], [-3.1748, 0.8917, -0.3856], [-2.5657, -1.3576, 0.6446], [-2.4348, -3.5282, 0.5992], [-1.0269, -3.6263, -3.7519], [1.7749, 0.1707, -0.4550], [1.0838, -3.2427, 1.6471], [-2.0881, -0.8740, -1.5837], [5.8203, -3.7531, 2.2554], [6.0282, -1.1374, 0.9478], [-3.4775, -3.7211, 2.7543], [2.5132, 0.8040, -2.7066], [1.5525, 4.1716, -1.6416], [-3.0472, 1.3797, 5.0296], [-1.2945, 3.1702, -5.0123], [-0.6894, 1.1930, 2.1864], [4.8315, -0.8475, -1.5133], [-0.0299, 1.8936, -0.6738], [1.3254, 3.1891, 0.7885], [5.0433, 1.4202, -1.8773], [5.0734, -0.9519, 3.3265], [4.5497, -2.3985, 4.0722], [-2.1810, -1.0403, 3.0832], [-4.0116, 2.1176, -1.3414], [-0.1195, -1.6672, -2.5779], [0.3020, -0.0621, 3.8733], [0.6188, -3.8118, -1.8182], [-2.4718, -2.7171, -3.4547], [-4.5172, -4.1680, -0.8087], [0.5280, 0.7461, 1.0846], [2.4611, 1.8149, -0.4155], [-3.4102, -1.2778, 6.4256], [-1.4539, 3.7525, 1.9972], [4.0710, -3.0934, 0.4138], [1.7150, -0.4584, 3.0556], [1.8362, -2.7175, 3.1623], [-1.3058, 1.5364, 5.1092], [-0.3985, 4.8640, 1.4419], [2.3259, 6.6484, -2.3277], [-5.0781, -3.0908, 2.2413], [-0.3427, 3.9149, -1.7748], [3.2011, -1.6725, -1.8072], [3.6426, -1.8075, 1.6572], [0.7472, -2.6696, -0.5188]], "charge": 0, "relative_energy_kj_mol": 194.7, "homo_energy_ev": -9.1579, "e_lumo_ev": 0.625}

---

{"formula": "C12H36ClO20P4", "method": "ωB97M-V with the def2-TZVPD basis set", "species": ["Cl", "P", "P", "P", "P", "O", "O", "O", "O", "O", "O", "O", "O", "O", "O", "O", "O", "O", "O", "O", "O", "O", "O", "O", "O", "C", "C", "C", "C", "C", "C", "C", "C", "C", "C", "C", "C", "H", "H", "H", "H", "H", "H", "H", "H", "H", "H", "H", "H", "H", "H", "H", "H", "H", "H", "H", "H", "H", "H", "H", "H", "H", "H", "H", "H", "H", "H", "H", "H", "H", "H", "H", "H"], "xyz": [[1.8451, -0.3733, -1.1019], [-0.1646, 4.2391, 1.1583], [-3.9567, -0.4842, -3.0652], [-0.9474, -1.8768, 2.6126], [4.6929, -3.3545, 0.6257], [5.7127, -2.1178, 0.8849], [-3.1123, -0.5850, -4.2644], [-0.3118, 3.4780, -0.2308], [0.5837, 5.6116, 0.7882], [-2.0479, -2.2967, 1.5361], [-1.6428, 4.7589, 1.4764], [-3.8416, -1.7378, -2.0600], [3.6515, -3.5159, 1.6346], [-3.6873, 0.7752, -2.1196], [2.1570, -1.0014, -2.3587], [0.5182, 0.2023, -1.1930], [4.1674, -3.1725, -0.8644], [5.6783, -4.6106, 0.5598], [0.4578, 3.4924, 2.2443], [-5.5061, -0.3804, -3.3602], [0.0782, -2.9096, 2.8216], [-0.3432, -0.4969, 2.0895], [-1.7994, -1.4343, 3.9035], [1.9129, -1.3260, -0.0305], [2.7822, 0.6997, -0.8270], [-1.6984, -2.8242, 0.2646], [-4.8801, -1.9987, -1.1194], [0.1613, 6.4325, -0.2879], [-1.2060, 0.5852, 1.8220], [-1.2311, -1.4689, 5.1919], [-6.1004, 0.6417, -4.1444], [-2.5675, 3.8630, 2.0941], [-2.3266, 1.0511, -1.7596], [0.7958, 3.2726, -1.1317], [6.9764, -4.5904, -0.0383], [5.1222, -0.8843, 1.2799], [4.9708, -2.6290, -1.9011], [-0.6365, -2.6658, 0.0459], [-1.1070, -0.4529, 5.5770], [5.9599, -2.3156, -1.5647], [-4.5407, -1.6975, -0.1220], [1.7023, 3.0982, -0.5479], [-6.8972, 1.1435, -3.6035], [-3.5332, 4.3464, 2.2109], [-0.9096, 0.9783, 0.8414], [-1.8581, -2.0403, 5.8763], [0.5932, 2.3167, -1.6152], [5.7669, -0.3347, 1.9669], [4.4579, -1.7429, -2.2809], [5.0982, -3.3225, -2.7344], [-1.5942, 0.6269, -2.4487], [-2.1456, 2.1267, -1.7824], [-6.5079, 0.1921, -5.0499], [4.9341, -0.2357, 0.4218], [-1.8953, -3.8916, 0.2001], [-5.3379, 1.3486, -4.4737], [7.6122, -5.1564, 0.6416], [-2.1411, 0.6783, -0.7547], [0.9009, 4.0857, -1.8464], [-2.2092, 3.6294, 3.1019], [-0.7280, 6.0638, -0.8076], [6.9394, -5.1181, -0.9926], [-5.7641, -1.3914, -1.3051], [-2.6364, 2.9273, 1.5395], [-5.1085, -3.0595, -1.0506], [-0.0149, 7.4294, 0.1050], [-2.1747, -2.2835, -0.5500], [7.3552, -3.5817, -0.1791], [4.1661, -1.0445, 1.7808], [0.9204, 6.4277, -1.0737], [-0.2273, -1.9027, 5.1958], [-1.0705, 1.4289, 2.4940], [-2.2619, 0.3551, 1.6541]], "charge": -1, "relative_energy_kj_mol": 0.0, "homo_energy_ev": -6.3834, "e_lumo_ev": 2.370}

---

{"formula": "C4H6O2", "method": "ωB97M-V with the def2-TZVPD basis set", "species": ["O", "O", "C", "C", "C", "C", "H", "H", "H", "H", "H", "H"], "xyz": [[-0.8202, -1.6564, -0.2984], [-2.1973, -0.5180, -1.6521], [0.7481, 0.3192, 1.2963], [-0.4015, 0.6961, -0.5962], [1.3215, 0.6998, 0.0627], [-1.2318, -0.5189, -0.9055], [-1.0766, 1.5498, -0.4825], [0.4400, -0.6953, 1.4721], [-1.3793, -2.3789, -0.6290], [0.8849, 0.9358, 2.1987], [1.7390, -0.0319, -0.5990], [1.9731, 1.5988, 0.1329]], "charge": 0, "relative_energy_kj_mol": 373.2, "homo_energy_ev": [-8.5388, -8.5380], "e_lumo_ev": [-0.132, -0.133]}

---

Copy entry 3 word for word.
{"formula": "C4H6O2", "method": "ωB97M-V with the def2-TZVPD basis set", "species": ["O", "O", "C", "C", "C", "C", "H", "H", "H", "H", "H", "H"], "xyz": [[-0.8202, -1.6564, -0.2984], [-2.1973, -0.5180, -1.6521], [0.7481, 0.3192, 1.2963], [-0.4015, 0.6961, -0.5962], [1.3215, 0.6998, 0.0627], [-1.2318, -0.5189, -0.9055], [-1.0766, 1.5498, -0.4825], [0.4400, -0.6953, 1.4721], [-1.3793, -2.3789, -0.6290], [0.8849, 0.9358, 2.1987], [1.7390, -0.0319, -0.5990], [1.9731, 1.5988, 0.1329]], "charge": 0, "relative_energy_kj_mol": 373.2, "homo_energy_ev": [-8.5388, -8.5380], "e_lumo_ev": [-0.132, -0.133]}

---

Which formula does entry 2 have? C12H36ClO20P4